1.
A structure of composition C7H17N3O in a non-equilibrium geometry, computed with wB97M-V/def2-TZVPD.

Output
- Energy relative to the best compared isomer or geometry (same formula, charge and spin): 0.000 eV
- Frontier orbital gap: 0.3199 Ha
- Charge: +2
- LUMO energy: -8.521 eV

Each line ends with the Löwdin charge.
Cartesian coordinates (Å):
C 1.199 1.736 -1.688  -0.185
C 1.441 1.392 -0.311  -0.105
C 0.542 0.411 0.401  -0.163
C 0.800 0.010 1.797  0.014
C 0.289 -2.364 -0.812  -0.036
C -0.823 -1.537 -0.185  -0.183
C -2.129 0.866 0.097  -0.025
N -3.001 0.679 -0.865  0.153
N 2.627 1.929 0.353  0.242
N -0.527 -0.093 -0.301  -0.050
O 0.221 1.362 -2.309  0.063
H 1.965 2.362 -2.169  0.149
H 1.156 0.837 2.409  0.105
H -0.107 -0.372 2.262  0.105
H 1.534 -0.796 1.860  0.125
H 0.500 -2.033 -1.828  0.096
H 1.208 -2.317 -0.233  0.081
H -0.023 -3.403 -0.860  0.101
H -0.965 -1.817 0.859  0.128
H -1.755 -1.716 -0.723  0.129
H -1.670 1.847 0.154  0.137
H -2.333 0.381 1.046  0.140
H -3.007 1.255 -1.697  0.148
H -3.654 -0.094 -0.859  0.144
H 2.860 1.394 1.204  0.174
H 2.515 2.925 0.612  0.202
H 3.437 1.881 -0.287  0.196
H -0.434 0.200 -1.309  0.116

Forces on atoms 1 to 2 (eV/Å):
C 0.35 0.24 -0.10
C -3.72 -3.50 2.11

2.
A cluster of 3 separate species, C7H17NO in total in a non-equilibrium geometry, computed with wB97M-V/def2-TZVPD.

Output
- Energy relative to the best compared isomer or geometry (same formula, charge and spin): 4.404 eV
- Frontier orbital gap: 0.3264 Ha
- LUMO energy: 0.670 eV

Each line ends with the Löwdin charge.
Cartesian coordinates (Å):
C 0.491 0.764 0.114  -0.591
C 0.260 -1.682 -0.297  -0.430
C 1.076 -0.635 0.455  -0.080
C -1.044 0.607 -0.023  -0.222
C 0.915 1.788 1.178  -0.049
C 0.383 -1.848 -1.657  -0.030
C -1.792 0.403 1.294  -0.104
N 0.999 1.132 -1.216  0.071
O -0.086 -2.819 0.440  0.020
H -0.289 -2.581 1.351  0.089
H -1.586 -0.204 -2.329  0.086
H 0.562 1.992 -1.528  0.079
H 2.002 1.283 -1.180  0.081
H 2.144 -0.657 0.230  0.127
H 0.996 -0.805 1.532  0.116
H -1.427 1.530 -0.467  0.111
H -0.967 -0.597 -0.430  0.102
H 0.593 1.503 2.179  0.072
H 0.501 2.769 0.940  0.083
H 2.004 1.875 1.200  0.079
H -0.967 -0.776 -2.454  0.040
H 1.086 -1.236 -2.197  0.065
H 0.146 -2.820 -2.064  0.077
H -2.852 0.239 1.107  0.074
H -1.436 -0.473 1.841  0.065
H -1.711 1.246 1.980  0.066

Forces on atoms 1 to 2 (eV/Å):
C 0.15 0.19 0.48
C 2.92 -2.10 -1.47

3.
A cluster of 2 separate species, C7H17NO in total in a non-equilibrium geometry, computed with wB97M-V/def2-TZVPD.

Output
- Energy relative to the best compared isomer or geometry (same formula, charge and spin): 1.373 eV
- Frontier orbital gap: 0.3365 Ha
- LUMO energy: 0.690 eV

Each line ends with the Löwdin charge.
Cartesian coordinates (Å):
C 2.206 -0.990 1.563  -0.099
C 2.018 -0.465 0.168  -0.139
C 1.718 0.811 -0.118  -0.427
C 1.914 1.424 -1.470  -0.040
O 1.210 1.630 0.861  0.016
H 3.257 -1.207 1.755  0.075
H 1.840 -0.276 2.295  0.069
H 1.645 -1.917 1.685  0.067
H 2.479 -1.048 -0.617  0.102
H 2.160 0.661 -2.202  0.084
H 1.008 1.938 -1.816  0.073
H 2.721 2.164 -1.430  0.089
H 1.057 2.509 0.501  0.105
C -2.973 -1.390 -0.132  -0.089
C -2.107 -0.212 0.294  -0.502
C -1.547 0.541 -0.997  -0.062
N -1.089 -0.662 1.201  0.025
H -3.392 -1.876 0.747  0.071
H -2.379 -2.121 -0.679  0.074
H -3.789 -1.060 -0.771  0.070
H -2.724 0.523 0.824  0.128
H -0.958 1.395 -0.690  0.040
H -2.393 0.892 -1.582  0.064
H -0.958 -0.126 -1.625  0.073
H -0.542 0.122 1.541  0.050
H -0.382 -1.260 0.694  0.081

Forces on atoms 1 to 2 (eV/Å):
C -0.71 -0.16 -0.23
C 1.03 0.97 0.20

4.
A cluster of 2 separate species, C7H17NO2 in total in a non-equilibrium geometry, computed with wB97M-V/def2-TZVPD.

Output
- Energy relative to the best compared isomer or geometry (same formula, charge and spin): 0.996 eV
- Frontier orbital gap: 0.3706 Ha
- LUMO energy: 0.669 eV

Each line ends with the Löwdin charge.
Cartesian coordinates (Å):
C 3.016 -1.499 0.424  -0.113
C 1.584 -1.069 0.717  -0.253
C 1.141 0.079 -0.183  -0.217
N -0.224 0.550 0.054  -0.119
C -0.459 1.658 0.965  -0.264
O -1.535 2.023 1.420  0.034
C -1.311 -0.379 -0.318  -0.404
C -1.972 -1.046 0.887  -0.053
C -2.333 0.275 -1.244  -0.049
H 3.718 -0.664 0.569  0.077
H 3.322 -2.318 1.089  0.075
H 3.118 -1.847 -0.614  0.077
H 0.908 -1.927 0.579  0.106
H 1.488 -0.751 1.766  0.118
H 1.825 0.929 -0.047  0.119
H 1.224 -0.218 -1.241  0.132
H 0.504 2.022 1.379  0.138
H -0.815 -1.172 -0.896  0.134
H -2.588 -0.334 1.450  0.080
H -2.620 -1.862 0.539  0.084
H -1.225 -1.470 1.570  0.074
H -1.845 0.694 -2.135  0.078
H -3.062 -0.478 -1.575  0.084
H -2.864 1.086 -0.730  0.087
O 0.080 2.946 -1.549  -0.099
H -0.116 1.929 -1.445  0.047
H 1.041 2.842 -1.430  0.029

Forces on atoms 1 to 2 (eV/Å):
C 0.21 -0.04 -0.03
C -0.14 -0.13 0.16

5.
A cluster of 2 separate species, C7H17NO2 in total in a non-equilibrium geometry, computed with wB97M-V/def2-TZVPD.

Output
- Energy relative to the best compared isomer or geometry (same formula, charge and spin): 2.010 eV
- Frontier orbital gap: 0.3401 Ha
- LUMO energy: 0.690 eV

Each line ends with the Löwdin charge.
Cartesian coordinates (Å):
C 1.375 1.724 0.434  -0.105
C 0.416 0.592 0.133  -0.156
C 1.053 -1.088 -0.285  -0.585
C 2.030 -1.016 -1.439  -0.040
C 1.670 -1.689 0.969  -0.044
O -0.087 -1.746 -0.678  -0.060
H 2.213 1.405 1.055  0.068
H 1.770 2.155 -0.483  0.069
H 0.841 2.499 0.986  0.070
H 0.050 0.195 1.070  0.079
H 0.010 0.697 -0.867  0.097
H 2.331 -2.027 -1.723  0.085
H 1.558 -0.554 -2.303  0.082
H 2.915 -0.456 -1.156  0.080
H 1.958 -2.723 0.762  0.086
H 2.553 -1.131 1.273  0.079
H 0.952 -1.705 1.790  0.079
H -0.867 -1.511 -0.076  0.074
C -2.577 1.474 -0.739  -0.015
C -2.139 0.865 0.578  -0.574
N -2.356 -0.556 0.628  0.100
O -2.080 1.507 1.613  0.054
H -3.659 1.619 -0.717  0.092
H -2.101 2.444 -0.858  0.088
H -2.324 0.832 -1.581  0.079
H -3.092 -0.910 0.032  0.107
H -2.413 -0.897 1.579  0.111

Forces on atoms 1 to 2 (eV/Å):
C 0.04 -0.24 -0.09
C 3.71 -3.37 -0.76

6.
A cluster of 2 separate species, C7H17NO2 in total in a non-equilibrium geometry, computed with wB97M-V/def2-TZVPD.

Output
- Energy relative to the best compared isomer or geometry (same formula, charge and spin): 1.554 eV
- Frontier orbital gap: 0.3475 Ha
- LUMO energy: 0.675 eV

Each line ends with the Löwdin charge.
Cartesian coordinates (Å):
C 0.941 3.122 2.078  -0.082
N 0.752 1.898 1.325  -0.003
C -0.223 1.802 0.379  -0.547
C -0.305 0.465 -0.328  0.006
O -0.972 2.742 0.131  0.023
H 1.777 2.984 2.784  0.073
H 0.034 3.377 2.651  0.085
H 1.182 3.964 1.408  0.089
H 1.356 1.092 1.502  -0.015
H -0.512 -0.349 0.387  0.077
H -1.123 0.500 -1.067  0.090
H 0.637 0.239 -0.856  0.069
C 4.192 1.883 0.970  -0.091
C 3.441 1.069 -0.081  -0.229
C 2.970 -0.271 0.450  -0.226
O 2.041 -0.047 1.500  -0.250
C 1.582 -1.264 2.046  -0.073
H 3.540 2.076 1.838  0.055
H 4.519 2.850 0.553  0.082
H 5.082 1.330 1.315  0.081
H 2.557 1.631 -0.438  0.107
H 4.094 0.878 -0.954  0.121
H 2.489 -0.864 -0.352  0.124
H 3.828 -0.857 0.832  0.133
H 1.068 -1.880 1.289  0.094
H 2.409 -1.853 2.477  0.099
H 0.866 -1.024 2.850  0.109

Forces on atoms 1 to 2 (eV/Å):
C -0.18 0.16 -0.02
N -1.29 1.45 -0.26

7.
A cluster of 3 separate species, C7H17NO2 in total in a non-equilibrium geometry, computed with wB97M-V/def2-TZVPD.

Output
- Energy relative to the best compared isomer or geometry (same formula, charge and spin): 2.441 eV
- Frontier orbital gap: 0.3052 Ha
- LUMO energy: 0.342 eV

Each line ends with the Löwdin charge.
Cartesian coordinates (Å):
C -3.087 -1.579 0.231  0.006
C -2.814 -0.377 -0.265  -0.145
C -1.532 0.179 -0.715  -0.342
N -1.632 1.423 -1.417  0.064
C -0.359 -0.384 -0.423  -0.069
C 0.999 0.241 -0.483  -0.237
C 2.186 -0.625 -0.844  -0.271
C 1.981 -1.321 -2.198  -0.101
H -4.069 -1.780 0.633  0.051
H -2.309 -2.338 0.237  0.054
H -3.657 0.300 -0.399  0.097
H -1.690 2.226 -0.809  0.082
H -0.984 1.502 -2.181  0.070
H -0.316 -1.291 0.181  0.118
H 1.147 0.754 0.484  0.085
H 1.009 1.139 -1.121  0.107
H 3.076 0.013 -0.870  0.101
H 2.457 -1.354 -0.071  0.101
H 0.932 -1.600 -2.314  0.066
H 2.528 -2.265 -2.224  0.066
H 2.346 -0.670 -2.989  0.070
O -1.231 1.306 3.304  -0.059
H -0.351 1.170 2.932  -0.008
H -1.325 2.256 3.409  0.028
O 1.843 0.937 2.518  -0.049
H 2.592 0.350 2.686  0.058
H 2.259 1.789 2.707  0.059

Forces on atoms 1 to 2 (eV/Å):
C 0.56 0.19 -0.18
C -0.79 0.12 -0.19

8.
A structure of composition C7H17P in a non-equilibrium geometry, computed with wB97M-V/def2-TZVPD.

Output
- Energy relative to the best compared isomer or geometry (same formula, charge and spin): 1.355 eV
- Frontier orbital gap: 0.3473 Ha
- LUMO energy: 1.083 eV

Each line ends with the Löwdin charge.
Cartesian coordinates (Å):
C -1.716 -0.756 -1.268  -0.113
C -0.574 1.029 -2.583  -0.098
C 1.836 0.370 2.046  -0.136
C -0.559 -0.451 2.118  -0.121
C -0.870 0.512 -1.171  -0.502
C 0.438 0.496 1.512  -0.319
C 0.463 0.277 -0.482  -0.446
P 1.263 -1.306 -0.951  0.848
H -1.904 -1.182 -0.289  0.058
H -1.201 -1.499 -1.872  0.048
H -2.672 -0.538 -1.737  0.078
H 0.056 0.312 -3.107  0.064
H -1.489 1.160 -3.153  0.075
H -0.052 1.982 -2.542  0.075
H 2.171 -0.665 2.034  0.061
H 1.851 0.715 3.082  0.078
H 2.532 0.983 1.479  0.072
H -0.296 -1.487 1.909  0.060
H -1.561 -0.258 1.745  0.065
H -0.573 -0.322 3.202  0.078
H -1.433 1.276 -0.625  0.130
H 0.086 1.526 1.542  0.105
H 1.159 1.087 -0.715  0.073
H 0.645 -2.119 -0.006  -0.110
H 2.400 -1.141 -0.168  -0.123

Forces on atoms 1 to 2 (eV/Å):
C 0.01 0.31 0.13
C -0.15 0.05 0.22

Which value of LUMO energy does entry 4 give? 0.669 eV

Number 7 is which compound? C7H17NO2

LUMO energy of number 6 (C7H17NO2)? 0.675 eV

Which of these has the lowest frontier orbital gap? number 7